{"formula": "C24H38ClN3O5S", "method": "ωB97M-V/def2-TZVPD", "species": ["H", "C", "C", "H", "H", "H", "H", "H", "H", "C", "O", "H", "H", "H", "O", "C", "Cl", "C", "C", "O", "C", "C", "H", "H", "S", "N", "C", "C", "H", "H", "H", "H", "H", "H", "C", "H", "C", "H", "H", "H", "H", "C", "C", "N", "C", "C", "H", "H", "C", "C", "C", "H", "N", "H", "H", "H", "O", "H", "C", "H", "H", "H", "O", "H", "C", "C", "C", "C", "H", "H", "H", "H"], "coordinates": [[5.8445, -1.9495, 0.9504], [-1.6605, 2.4095, -5.7573], [-0.1769, 2.5556, -6.0490], [-3.1824, -4.1619, 0.0945], [-2.8070, 0.0015, 3.0139], [5.8708, -6.1930, 3.5945], [-3.6932, 3.0093, -1.9454], [-2.1031, 2.1403, -2.3740], [7.1131, -6.5930, 2.3887], [-3.8765, -1.8956, -0.1148], [-4.6514, -3.0492, -0.6000], [-0.2525, 1.2416, 5.9099], [7.1965, -2.9165, 1.5307], [0.3897, 2.6293, -5.1176], [-2.1951, 3.4735, -4.9840], [-3.7213, -3.3409, 0.6276], [1.2487, 3.2634, 3.4970], [6.5016, -5.7866, 2.7995], [0.4859, 0.0536, 2.0292], [4.7864, -4.1362, 2.1780], [-2.5527, -1.4690, -1.0505], [-1.7298, 0.3329, 0.6263], [4.6120, -2.3318, 3.0708], [-2.7285, 5.9445, -7.2432], [1.4421, -3.5440, 0.5987], [-2.8865, 1.1670, 0.3286], [0.6606, -1.3045, 1.3686], [-3.6773, 0.6896, 2.8641], [-1.8188, 1.4965, -5.1776], [-0.8180, 1.8272, 2.1148], [-2.2982, -2.4330, -1.5587], [-0.9530, 2.1051, 4.4562], [-0.7594, 0.3216, 4.4033], [7.1737, -5.0583, 3.2559], [6.3680, -2.2818, 1.8502], [-4.4198, -1.0518, 0.4689], [-2.5946, 2.8901, -1.6948], [-1.0434, 5.0697, -5.6290], [2.0053, -0.4044, 3.5825], [-3.8665, 4.6632, -6.7741], [-2.2337, 2.2902, -6.6827], [5.4141, -3.0137, 2.7784], [-0.2655, 1.2649, 4.7878], [0.0248, -3.0823, -0.1882], [-0.6772, 0.8199, 1.6299], [-2.0941, 4.7737, -5.5454], [-2.5502, 5.4567, -4.8258], [0.1856, 1.6925, -6.6110], [-2.4464, 2.5111, -0.1628], [5.6455, -5.1643, 1.7091], [-3.7200, 1.4424, 1.4923], [5.0001, -5.9363, 1.2849], [1.6866, -2.2096, 1.5814], [6.2659, -4.7939, 0.8865], [-2.1164, 3.8908, -1.8551], [6.7894, -1.4082, 2.3519], [-4.5632, 2.3178, 1.3657], [-4.6748, 0.1677, 2.9940], [-0.3261, -1.8468, 0.3272], [-2.3878, 4.2601, -7.6405], [-3.6614, 1.4859, 3.6706], [-2.9366, -0.6733, -1.7394], [-1.9909, 3.3664, 0.5608], [-4.3332, -3.4995, 1.5612], [-1.5118, -0.9835, 0.0041], [1.5947, 0.4942, 3.0376], [1.1428, 1.5463, 4.1230], [-2.8086, 4.9181, -6.8786], [2.4537, 0.9077, 2.4219], [0.0390, 3.4510, -6.6344], [1.9053, 1.4829, 4.9585], [5.9177, -3.3129, 3.7040]], "lowdin_charge": [0.08, -0.28, -0.08, 0.11, 0.07, 0.08, 0.10, 0.08, 0.08, -0.20, -0.16, 0.08, 0.07, 0.08, -0.18, -0.01, 0.56, -0.08, -0.13, -0.19, -0.07, -0.14, 0.11, 0.08, 0.97, 0.06, -0.24, 0.01, 0.11, 0.10, 0.11, 0.06, 0.07, 0.06, -0.08, 0.14, 0.01, 0.11, 0.12, 0.08, 0.11, -0.28, -0.13, -0.24, 0.04, -0.28, 0.12, 0.08, -0.38, -0.28, -0.42, 0.12, -0.25, 0.11, 0.09, 0.08, 0.08, 0.10, -0.26, 0.06, 0.10, 0.11, 0.11, 0.10, -0.07, -0.18, -0.68, -0.08, 0.12, 0.07, 0.10, 0.11], "largest_force_ev_per_a": 4.657, "smiles": "CC(=O)N(C(C)=O)c1cc(C[C@H](C)Cl)c2nsnc2c1C[C@@H]1CO1.CCOCC.CCOCC", "gap_ev": 7.6, "homo_ev": -8.69}

{"formula": "C24H38FN4O10PS", "method": "ωB97M-V/def2-TZVPD", "species": ["C", "C", "H", "C", "H", "H", "P", "O", "O", "N", "C", "N", "C", "C", "O", "H", "O", "H", "H", "C", "H", "H", "H", "C", "H", "O", "H", "O", "O", "O", "H", "H", "H", "H", "C", "H", "C", "C", "C", "H", "C", "H", "H", "H", "C", "H", "H", "C", "C", "H", "H", "H", "H", "O", "H", "C", "H", "H", "C", "H", "H", "H", "H", "H", "C", "C", "C", "N", "C", "H", "C", "H", "H", "F", "C", "H", "N", "O", "S"], "coordinates": [[-5.7359, -0.5733, 0.5115], [3.3378, -2.9145, -1.2306], [3.6565, -4.2189, 1.0771], [0.5713, -0.2162, -3.7395], [-5.8344, -2.7431, 0.8819], [2.6314, -3.2640, -0.4842], [1.3204, 1.5608, -0.3128], [0.0951, -2.5221, 1.1115], [1.3883, 2.4878, -1.4439], [3.1505, -3.0936, 2.7876], [2.7108, -1.8957, -2.2039], [1.6802, -0.9201, 0.6410], [0.3679, 2.1100, 3.8090], [0.6498, -1.7972, 0.3219], [0.3067, 3.3214, 3.2519], [0.2137, 4.6556, -2.5734], [0.4938, 1.1099, 3.1463], [-0.8759, 2.6576, -1.6923], [-4.1861, -2.0735, 0.8968], [0.0358, -3.0189, -1.8688], [-5.4641, -0.0255, 1.4110], [2.8261, 1.4927, 1.2535], [-0.0794, 1.3406, 1.2615], [-5.0348, -2.2247, -1.0473], [5.0413, -1.5832, -1.0408], [-5.0750, -1.0456, -1.6958], [1.2702, 4.7335, 4.4041], [-4.8681, -3.2589, -1.6301], [-2.4834, 2.8091, -2.9888], [-0.1235, 1.3496, 0.2853], [2.8470, -2.1402, 2.6710], [3.5031, -1.2677, -2.5985], [3.1544, 0.0441, -0.6040], [-2.8466, -4.2090, -0.8986], [4.6588, -2.4857, -0.5680], [0.1981, -2.9125, -2.9386], [-5.1611, 0.0444, -0.7615], [0.2880, 2.2165, 5.3162], [-0.6789, 4.3195, -3.0950], [-0.4960, 4.4023, -4.1671], [0.2605, 4.3433, 4.2704], [-2.1368, 5.9473, -3.3598], [2.3125, -2.4560, -3.0444], [-6.8242, -0.6024, 0.4501], [-1.4159, -3.3675, -1.7114], [-0.5588, 2.1456, -3.3531], [5.4010, -3.2572, -0.7601], [-5.1775, -1.9965, 0.4456], [2.0788, -0.1027, -0.5242], [1.5199, -0.3754, 1.4812], [4.1508, -1.3612, 1.2337], [-4.1572, 0.4472, -0.6143], [-2.1137, -2.9310, -2.4251], [2.1747, 2.1253, 0.9350], [-0.3548, 1.4394, 5.7186], [-0.2629, 3.6311, 5.5139], [5.6839, -2.1535, 1.2463], [1.2947, 2.1011, 5.7212], [0.3801, -1.6949, -1.1911], [-1.3525, 3.6061, 5.4938], [0.6311, -3.8295, -1.4641], [2.3282, -3.6778, 2.7805], [3.5591, -3.7880, -1.8365], [-0.3830, 5.1465, 3.9245], [-1.9542, 5.0805, -2.7315], [-1.0621, 2.8882, -2.7428], [-3.0393, 4.0369, -2.9437], [-1.8361, -4.1369, -0.7923], [4.1015, -3.4774, 1.7391], [0.0454, 4.1075, 6.4408], [1.5964, -0.9751, -1.7178], [-5.7894, 0.8192, -1.1914], [4.9457, -3.9711, 2.2173], [-0.7384, -0.8704, -1.2733], [4.6459, -2.2849, 0.9468], [-1.9700, 5.3799, -1.6823], [1.3413, -0.0277, -2.8146], [-4.2200, 4.2120, -3.0348], [-0.5583, -0.3713, -4.8062]], "lowdin_charge": [-0.15, -0.16, 0.10, -0.75, 0.12, 0.09, 0.49, 0.13, -0.24, 0.01, -0.11, 0.11, -0.47, -0.38, 0.04, 0.11, 0.09, 0.09, 0.13, -0.07, 0.11, 0.07, 0.05, -0.49, 0.10, 0.03, 0.13, 0.10, 0.02, -0.10, 0.03, 0.13, 0.13, 0.03, -0.19, 0.11, -0.14, -0.06, -0.14, 0.12, -0.13, 0.12, 0.11, 0.12, -0.22, 0.08, 0.11, -0.07, -0.21, 0.11, 0.08, 0.13, 0.12, -0.11, 0.13, -0.14, 0.10, 0.14, -0.33, 0.12, 0.13, 0.06, 0.11, 0.13, -0.07, -0.17, -0.50, 0.14, -0.27, 0.12, -0.36, 0.13, 0.10, 0.06, -0.20, 0.13, 0.12, 0.11, 0.79], "largest_force_ev_per_a": 2.043, "smiles": "[H]/N=C/C[C@@]1(F)C(=O)N[C@H](P(=O)(O)O)[C@]1(CCCCCN)N=C=S.O=C1CCCO1.O=C1CCCO1.O=C1CCCO1", "gap_ev": 9.1, "homo_ev": -9.02}

E list, top to bottom, in a.u.: -2335.93775 -2748.27022